CH6N3 | ωB97M-V/def2-TZVPD

LUMO level: -0.1582 Ha
SMILES string: NNC=[NH2+]
Highest occupied orbital energy: -15.55 eV
Energy above the lowest of the compared OMol25 structures with the same formula, charge and spin: 340.0 kJ/mol
2S+1: 1
Orbital gap: 11.2 eV
Charge: +1

Positions of all 10 atoms, in Å:
C: -0.2952 0.0388 -0.8193
N: 0.2624 0.0351 0.4697
N: -1.2807 -0.7593 -1.0517
N: 1.4749 0.4538 1.4483
H: 0.3084 0.6749 -1.5451
H: -0.2049 -0.4475 1.2099
H: -1.3898 -1.3926 -0.2800
H: -1.5407 -0.7826 -2.0245
H: 2.4006 0.3068 1.0595
H: 1.4615 1.4474 1.7080

From a natural (NBO) analysis of the wavefunction, the atomic charges in e read: 0.39, -0.46, -0.69, -0.57, 0.26, 0.41, 0.44, 0.46, 0.38, 0.39